{"formula": "C8H12N2OS", "method": "ωB97M-V with the def2-TZVPD basis set", "e_tot_ha": -894.67719, "molar_mass_da": 184.264, "homo_lumo_gap_ev": [7.499, 7.498], "smiles": "C=[S@@](C)(=CC)c1ccc(=O)[nH]n1", "lumo_ev": [-0.22, -0.22], "largest_force_ev_per_a": 4.512, "homo_energy_ev": [-7.7, -7.7], "spin_multiplicity": 1, "species": ["C", "C", "C", "C", "C", "C", "C", "C", "N", "N", "O", "S", "H", "H", "H", "H", "H", "H", "H", "H", "H", "H", "H", "H"], "coordinates": [[0.541, 2.038, -1.244], [1.304, 3.103, -1.549], [1.251, 0.908, -0.789], [2.755, 2.856, -1.787], [0.412, -0.619, 2.052], [-1.498, -1.052, 0.107], [-2.697, -0.249, 0.737], [0.919, -2.005, -0.407], [2.509, 0.691, -0.865], [3.239, 1.633, -1.453], [3.529, 3.683, -2.198], [0.146, -0.541, 0.391], [-0.628, 2.017, -1.123], [0.740, 4.014, -1.754], [1.388, -1.024, 2.178], [0.251, 0.329, 2.468], [-1.577, -1.098, -1.041], [-3.173, 0.586, 0.240], [-3.414, -1.152, 0.741], [-2.338, 0.089, 1.777], [0.588, -1.917, -1.503], [2.114, -1.888, -0.277], [0.773, -2.823, 0.235], [4.147, 1.390, -1.809]], "atomic_forces_ev_per_a": [[-1.880, 0.171, 1.084], [-0.808, -0.681, -0.658], [-0.685, -2.572, 1.416], [-0.680, 1.557, 0.394], [0.197, -0.466, -1.528], [-0.322, 2.392, -2.241], [1.272, -2.497, 1.248], [3.390, 2.885, -0.739], [-0.698, -0.982, 0.225], [-0.684, -0.213, -0.225], [0.581, 1.101, -0.822], [-0.306, -1.587, -0.779], [2.452, 0.308, -0.389], [1.080, 0.209, -0.218], [0.881, -0.122, 0.424], [-0.227, 1.236, 0.887], [-0.082, -0.091, 1.365], [0.233, 0.137, -0.472], [0.454, 1.788, 0.688], [-1.040, -0.774, -1.286], [0.516, -0.799, 1.891], [-2.666, 0.260, -0.840], [-1.289, -1.238, 0.236], [0.311, -0.020, 0.340]]}

{"formula": "C39H30ClNO6P2Pd", "method": "ωB97M-V with the def2-TZVPD basis set", "e_tot_ha": -3281.27066, "molar_mass_da": 812.491, "homo_lumo_gap_ev": 5.653, "lumo_ev": 4.09, "charge": -2, "largest_force_ev_per_a": 1.444, "homo_energy_ev": -1.6, "spin_multiplicity": 1, "species": ["Pd", "O", "C", "O", "C", "C", "C", "C", "C", "N", "C", "O", "O", "H", "H", "H", "H", "C", "P", "C", "C", "C", "C", "C", "C", "C", "C", "C", "C", "C", "C", "P", "C", "C", "C", "C", "C", "C", "C", "C", "C", "C", "C", "C", "H", "H", "H", "H", "H", "H", "H", "H", "H", "H", "H", "H", "H", "H", "H", "H", "H", "H", "H", "H", "H", "H", "Cl", "C", "C", "C", "C", "C", "C", "C", "O", "O", "H", "H", "H", "H"], "coordinates": [[0.807, -0.313, -0.651], [1.237, 1.898, 0.751], [0.535, 1.941, -0.403], [0.994, 2.321, -1.470], [-0.955, 1.907, -0.115], [-1.589, 3.051, 0.342], [-2.925, 2.941, 0.713], [-3.548, 1.711, 0.606], [-2.836, 0.625, 0.097], [-1.564, 0.733, -0.261], [-3.546, -0.751, -0.095], [-4.755, -0.749, 0.222], [-2.835, -1.678, -0.523], [2.169, 1.562, 0.570], [-1.042, 3.982, 0.411], [-3.464, 3.805, 1.089], [-4.577, 1.541, 0.887], [1.503, -3.817, -0.187], [0.095, -2.621, -0.172], [-1.032, -3.376, 1.060], [-2.078, -4.243, 0.766], [-2.890, -4.732, 1.779], [-2.676, -4.349, 3.096], [-1.655, -3.460, 3.394], [-0.851, -2.966, 2.379], [-0.589, -3.084, -1.816], [-0.762, -4.372, -2.310], [-1.220, -4.575, -3.605], [-1.510, -3.487, -4.416], [-1.338, -2.198, -3.931], [-0.882, -2.002, -2.639], [2.586, -3.870, 1.290], [3.761, -5.150, 0.674], [4.029, -6.358, 1.312], [4.976, -7.237, 0.801], [5.672, -6.928, -0.358], [5.425, -5.719, -0.997], [4.491, -4.838, -0.479], [1.614, -4.848, 2.498], [1.850, -4.597, 3.845], [1.217, -5.347, 4.829], [0.326, -6.346, 4.471], [0.071, -6.595, 3.128], [0.716, -5.857, 2.152], [2.160, -3.422, -0.969], [1.188, -4.818, -0.494], [-2.292, -4.501, -0.259], [-3.713, -5.391, 1.533], [-3.320, -4.722, 3.883], [-1.493, -3.135, 4.415], [-0.073, -2.245, 2.608], [-0.528, -5.234, -1.697], [-1.343, -5.584, -3.980], [-1.864, -3.645, -5.428], [-1.561, -1.342, -4.557], [-0.710, -1.018, -2.208], [3.502, -6.625, 2.220], [5.163, -8.172, 1.315], [6.400, -7.621, -0.761], [5.965, -5.454, -1.898], [4.328, -3.885, -0.982], [2.528, -3.798, 4.120], [1.408, -5.137, 5.874], [-0.183, -6.922, 5.235], [-0.643, -7.356, 2.841], [0.503, -6.051, 1.108], [3.251, -3.537, -5.139], [3.560, -2.468, -3.779], [2.584, -1.571, -3.387], [2.826, -0.751, -2.291], [4.053, -0.781, -1.630], [5.024, -1.677, -2.069], [4.784, -2.539, -3.130], [4.392, 0.185, -0.490], [5.589, 0.482, -0.370], [3.411, 0.621, 0.159], [1.641, -1.526, -3.918], [2.093, 0.033, -2.028], [5.983, -1.669, -1.568], [5.534, -3.246, -3.463]], "atomic_forces_ev_per_a": [[-0.203, -1.167, 0.826], [0.056, -0.271, -0.009], [-0.113, 0.640, 0.362], [0.030, -0.125, -0.314], [0.153, 0.115, 0.142], [-0.145, -0.065, 0.017], [0.055, -0.058, -0.029], [0.032, 0.042, -0.013], [-0.390, -0.264, -0.188], [0.366, 0.154, -0.024], [0.000, 0.139, 0.233], [0.041, -0.029, -0.079], [-0.139, 0.092, -0.015], [-0.052, 0.196, -0.128], [0.003, 0.018, 0.040], [0.007, -0.014, -0.011], [-0.028, 0.010, -0.002], [0.058, -0.216, -0.074], [0.054, 0.676, -0.471], [-0.037, 0.184, 0.031], [0.015, -0.017, 0.038], [0.022, 0.014, 0.021], [0.001, -0.014, -0.021], [-0.026, 0.015, 0.022], [0.001, -0.032, -0.020], [-0.028, -0.063, 0.069], [0.062, 0.015, -0.006], [-0.011, 0.009, -0.018], [-0.011, -0.039, -0.011], [0.007, 0.031, -0.013], [0.004, -0.088, 0.001], [0.019, 0.230, 0.093], [0.097, 0.012, -0.058], [-0.027, 0.020, 0.071], [0.049, -0.039, -0.043], [-0.033, -0.013, 0.029], [-0.023, -0.018, 0.063], [-0.133, 0.186, -0.001], [0.218, -0.265, -0.003], [-0.009, -0.072, 0.031], [-0.030, 0.006, -0.008], [0.020, 0.020, 0.001], [-0.002, 0.017, 0.022], [0.029, 0.006, -0.034], [-0.091, -0.017, -0.075], [0.093, -0.013, 0.029], [-0.018, 0.003, -0.052], [-0.020, -0.008, -0.010], [-0.015, -0.018, 0.019], [0.000, 0.000, 0.010], [0.011, 0.033, -0.013], [-0.013, -0.015, 0.029], [-0.008, -0.003, -0.015], [-0.003, -0.005, -0.021], [-0.011, 0.002, -0.020], [-0.271, 0.089, -0.241], [-0.052, 0.028, -0.020], [0.013, -0.020, -0.005], [0.024, -0.014, 0.001], [0.011, 0.007, -0.030], [0.035, -0.239, 0.132], [0.026, 0.010, 0.005], [0.003, 0.001, 0.031], [-0.011, -0.004, 0.018], [-0.019, -0.011, 0.000], [0.005, -0.029, 0.027], [0.020, 0.027, 0.039], [0.022, -0.040, 0.028], [-0.062, -0.145, 0.007], [0.134, 0.268, -0.009], [0.090, -0.200, -0.028], [-0.047, 0.075, -0.068], [-0.049, 0.049, -0.074], [-0.031, 0.379, -0.368], [0.144, -0.171, 0.169], [-0.157, -0.036, 0.197], [0.018, -0.006, 0.039], [0.250, 0.051, -0.270], [0.025, 0.001, 0.033], [-0.003, -0.007, -0.010]]}

{"formula": "C22H34AlBFO4Si", "method": "ωB97M-V with the def2-TZVPD basis set", "e_tot_ha": -1816.04342, "molar_mass_da": 447.388, "homo_lumo_gap_ev": 5.714, "lumo_ev": 0.98, "charge": -1, "largest_force_ev_per_a": 5.362, "homo_energy_ev": -4.7, "spin_multiplicity": 1, "species": ["C", "Si", "C", "C", "C", "C", "C", "C", "C", "C", "C", "Al", "F", "B", "O", "O", "C", "C", "C", "C", "C", "C", "H", "H", "H", "H", "H", "H", "H", "H", "H", "H", "H", "H", "H", "H", "H", "H", "H", "H", "H", "H", "H", "H", "H", "H", "H", "H", "H", "H", "H", "H", "C", "C", "C", "O", "C", "C", "C", "O", "H", "H", "H", "H"], "coordinates": [[0.961, 3.727, 3.892], [-0.549, 4.364, 2.821], [-0.655, 6.286, 3.016], [-2.185, 3.614, 3.505], [-2.025, 2.031, 4.017], [-3.358, 1.132, 3.617], [-3.154, 0.366, 2.174], [-1.930, -0.746, 2.172], [-1.736, -1.299, 0.641], [-0.223, -1.000, 0.008], [0.441, -2.472, -0.285], [2.196, -2.441, -1.345], [2.746, -4.285, -1.507], [3.754, -1.465, -0.420], [4.175, -0.068, -0.742], [4.555, -2.171, 0.614], [-0.225, 4.018, 0.944], [-1.489, 3.677, -0.042], [-1.226, 3.343, -1.629], [0.314, 3.380, -2.197], [1.595, 3.714, -1.224], [1.346, 4.064, 0.388], [1.171, 2.609, 3.528], [0.742, 3.723, 5.043], [1.896, 4.424, 3.638], [-1.734, 6.575, 3.413], [-0.564, 6.822, 1.954], [0.188, 6.655, 3.768], [-3.119, 3.737, 2.787], [-2.470, 4.216, 4.491], [-1.870, 2.029, 5.191], [-1.031, 1.644, 3.497], [-4.230, 1.929, 3.447], [-3.730, 0.429, 4.481], [-2.913, 1.149, 1.311], [-4.126, -0.210, 1.836], [-2.339, -1.665, 2.814], [-0.950, -0.385, 2.701], [-1.909, -2.479, 0.668], [-2.606, -0.867, -0.018], [0.391, -0.335, 0.776], [-0.365, -0.334, -0.967], [-0.362, -3.095, -0.910], [0.594, -2.990, 0.766], [2.044, -1.929, -2.856], [3.594, 0.177, -1.544], [4.970, -3.020, 0.227], [-2.581, 3.671, 0.406], [-2.131, 3.104, -2.340], [0.506, 3.159, -3.343], [2.712, 3.710, -1.618], [2.267, 4.320, 1.063], [0.766, -6.945, -6.356], [0.231, -5.741, -6.135], [0.644, -4.919, -4.980], [0.153, -3.817, -4.776], [1.672, -5.479, -4.081], [2.208, -6.683, -4.302], [1.795, -7.505, -5.457], [2.286, -8.606, -5.662], [0.474, -7.561, -7.198], [-0.524, -5.316, -6.786], [1.965, -4.863, -3.239], [2.963, -7.108, -3.652]], "atomic_forces_ev_per_a": [[0.643, -0.590, -0.421], [0.286, 0.450, 0.216], [-0.441, 1.311, -0.195], [-1.392, -0.629, 1.356], [0.011, 0.292, -0.323], [-0.305, 1.001, -0.835], [0.718, -0.188, -0.020], [-1.564, -0.787, 0.214], [0.155, -0.281, 0.493], [-1.112, -0.255, 0.043], [-0.920, 0.332, 0.377], [-0.724, -2.325, -0.237], [-0.490, 1.766, 0.161], [2.504, 1.231, 1.051], [-1.853, -2.100, -0.882], [0.472, -0.059, -2.334], [0.918, -1.062, -4.024], [4.004, -0.089, -1.841], [3.282, 1.158, 2.792], [-0.582, 0.661, 3.458], [-3.608, 0.194, 2.012], [-3.643, -1.317, -3.707], [-0.151, 2.437, 0.946], [0.468, 0.080, -2.210], [-1.905, -1.674, 0.707], [2.287, -0.457, -0.571], [0.062, -1.083, 2.400], [-1.896, -0.511, -1.647], [1.946, -0.319, 1.348], [0.556, -0.948, -2.110], [-0.219, -0.022, -2.500], [-2.238, 0.329, 1.225], [1.717, -1.721, 0.498], [1.022, 1.152, -1.755], [-0.500, -1.423, 1.937], [1.826, 1.220, 0.805], [0.954, 1.983, -1.137], [-1.824, -0.520, -1.279], [0.511, 2.601, -0.157], [1.694, -0.647, 1.139], [-1.167, -1.527, -1.567], [0.455, -1.528, 1.907], [1.541, 1.206, 1.424], [-0.458, 0.861, -1.996], [-0.138, 0.125, -0.242], [1.295, -0.566, 2.012], [-1.511, 1.989, 0.870], [2.530, -0.044, -1.068], [2.112, 0.501, 1.545], [-0.429, 0.455, 2.729], [-2.744, -0.038, 0.746], [-2.107, -0.617, -1.348], [-0.343, 0.374, -0.158], [-0.013, -0.445, -0.373], [-0.243, 0.885, 0.342], [0.200, -0.873, -0.318], [0.217, -0.177, 0.116], [-0.162, 0.241, -0.025], [0.470, -0.471, 0.249], [-0.279, 0.386, -0.067], [0.022, -0.024, 0.011], [0.004, 0.011, 0.016], [0.111, 0.051, 0.214], [-0.032, 0.033, -0.013]]}

- Which formula does entry 3 have?
  C22H34AlBFO4Si